ORCA calculation (wB97M-V/def2-TZVPD) on a cluster of 19 separate species, C4H36BO26 in total at a distorted geometry.

- frontier orbital gap (Ha) = 0.384
- relative energy (zero: lowest compared OMol25 entry of this formula, charge and spin) (kcal/mol) = 7.4
- charge = -1
- total energy (hartree) = -2155.500562

Cartesian coordinates (Å):
O: -1.79332 -1.21394 -1.21016
C: -1.17177 -0.18307 -0.93559
O: -1.60776 0.79436 -0.21545
B: -0.43851 1.71699 -0.03451
O: 0.58815 1.33857 -1.02578
C: 0.18907 0.12889 -1.44410
O: 0.83832 -0.57799 -2.22446
O: 0.19436 1.58211 1.34489
C: 0.38987 2.76627 1.84659
O: 0.77402 3.00875 2.95241
C: -0.15596 3.82134 0.84397
O: -0.81664 3.14787 -0.16750
O: -0.03196 5.02832 0.91417
O: 3.25514 -3.43880 -0.53354
H: 3.67121 -2.81219 -1.10921
H: 2.24525 -3.44382 -0.65642
O: 1.40580 -1.31658 0.82213
H: 2.17921 -1.49604 0.23922
H: 1.66846 -0.52921 1.32791
O: -0.22248 0.77088 4.21630
H: 0.20557 0.08875 3.68050
H: 0.25225 1.60356 4.07953
O: 3.61934 3.20796 4.03577
H: 3.65274 2.99577 3.08102
H: 2.79386 3.71938 3.98121
O: -2.88613 0.73678 2.82804
H: -3.37369 1.37726 3.42924
H: -2.02823 0.58372 3.29174
O: 1.23505 -6.25226 -2.25933
H: 0.97124 -5.52450 -1.63920
H: 2.14352 -6.01804 -2.40822
O: 3.38226 2.76523 -0.29431
H: 3.24251 2.93376 -1.24821
H: 2.52181 2.39240 -0.10107
O: -4.18282 -1.23662 0.84201
H: -4.22178 -0.68430 1.63273
H: -3.47601 -0.78056 0.36937
O: 0.70918 1.89201 -5.09229
H: 1.26576 1.08650 -5.19808
H: 0.02622 1.68893 -4.48532
O: -2.68106 -4.18196 -0.86805
H: -2.63343 -3.41416 -0.32398
H: -1.77684 -4.19853 -1.20678
O: -3.05128 -0.31045 -5.28558
H: -3.94695 -0.14795 -5.58462
H: -3.15458 -0.82720 -4.51200
O: -3.97006 -5.21376 1.49998
H: -3.72238 -5.06079 0.55759
H: -4.43134 -4.36525 1.73780
O: 0.45608 -3.44241 -1.05181
H: 0.20445 -3.48247 -0.08780
H: 0.34677 -2.56267 -1.37516
O: -1.86688 1.30705 -3.51912
H: -2.19611 2.10386 -3.23841
H: -2.37417 0.98194 -4.32753
O: 3.86630 2.73982 8.29163
H: 3.99619 2.69894 9.20633
H: 4.46921 3.39549 7.90953
O: 3.74838 0.79411 1.77157
H: 4.20681 1.31379 1.06732
H: 4.43885 0.79806 2.46617
O: 1.97849 3.75656 -2.86117
H: 1.91662 3.26082 -3.72538
H: 1.10162 3.72040 -2.49230
O: -4.16137 -1.70885 -2.88446
H: -3.99439 -2.54433 -2.35435
H: -3.78203 -1.07856 -2.28545



ORCA calculation (wB97M-V/def2-TZVPD) on a structure of composition C4H36NO14S at a distorted geometry.

- frontier orbital gap (Ha) = 0.316
- relative energy (zero: lowest compared OMol25 entry of this formula, charge and spin) (kcal/mol) = 56.3
- charge = -1
- total energy (hartree) = -1680.393154

Cartesian coordinates (Å):
C: 0.24812 0.60044 1.28359
O: 1.10178 1.74020 1.42800
C: -1.26876 0.89208 1.32469
C: -2.04343 -0.36614 1.65554
C: -3.56329 -0.06842 1.56010
S: -4.35822 0.53561 0.04504
N: -1.47175 1.94149 2.36942
H: 0.33519 0.19630 0.27592
H: 0.59819 -0.14579 2.00549
H: -1.52647 1.42093 0.40541
H: -1.75033 -1.12740 0.96007
H: -1.70980 -0.69990 2.64813
H: -3.64308 0.81561 2.20180
H: -3.99669 -0.97758 1.98845
H: -4.06915 -0.51142 -0.74509
H: -1.16693 1.61605 3.28230
H: -0.84870 2.70080 2.12503
H: 0.26619 -2.55300 3.71318
H: -0.04240 -3.31758 2.56348
O: -0.30972 -3.30513 3.49487
H: -0.43420 3.52696 -0.02406
H: -1.56338 3.33162 -1.17706
O: -0.84033 3.85575 -0.82684
H: 2.25069 -1.74155 1.78298
H: 3.13006 -1.75185 2.99040
O: 2.20017 -1.64570 2.76239
H: 0.03952 -3.06273 -3.28851
H: -1.08082 -2.11271 -3.49888
O: -0.92537 -3.06422 -3.32578
H: 1.26013 3.11946 -2.36895
H: 1.22531 1.59719 -2.63101
O: 1.16421 2.47594 -3.08139
H: -2.30378 -0.52088 -2.13152
H: -0.98879 -0.15877 -2.52009
O: -1.83251 -0.37556 -2.96570
H: 2.42248 1.25126 -0.98653
H: 1.94690 1.44303 0.99720
O: 2.98406 1.08330 -0.22361
H: -0.81432 2.57197 -3.45487
H: -1.82853 1.36783 -3.50898
O: -1.74078 2.33099 -3.58662
H: 2.19173 -0.55779 -1.91224
H: 1.25798 -0.30468 -3.27346
O: 1.09920 -0.10774 -2.34359
H: 2.22796 -3.52223 0.01804
H: 2.90016 -2.05074 -0.41752
O: 2.34450 -2.59143 0.19597
H: 1.67406 0.35597 3.88583
H: 1.38990 1.63321 3.21257
O: 1.24052 1.19898 4.08763
H: -0.85578 -2.56199 -0.95449
H: -0.00028 -1.25566 -1.15160
O: -0.85626 -1.60664 -0.85800
H: 3.93624 -0.63027 -2.10120
H: 3.16941 0.09904 -0.32865
O: 3.22926 -1.00653 -1.57724



ORCA calculation (wB97M-V/def2-TZVPD) on a cluster of 14 separate species, C4H37N2O13S in total at a distorted geometry.

- frontier orbital gap (Ha) = 0.240
- relative energy (zero: lowest compared OMol25 entry of this formula, charge and spin) (kcal/mol) = 0.0
- charge = -1
- total energy (hartree) = -1660.539580

Cartesian coordinates (Å):
C: -1.02993 -0.05581 -0.60461
N: -1.68828 -0.42566 0.68699
C: -2.87531 -1.27661 0.56223
N: -2.77073 -2.47104 -0.26108
C: 0.11608 -0.96491 -0.97642
C: 0.71759 -0.54929 -2.32414
S: 2.39670 -1.31873 -2.52922
H: -1.82751 -0.03739 -1.42531
H: -0.66121 0.96351 -0.42775
H: -0.94631 -0.93432 1.28978
H: -3.70120 -0.63930 0.21258
H: -3.19458 -1.64056 1.55857
H: -1.93009 -3.00678 -0.09215
H: -2.74132 -2.20554 -1.20498
H: -0.15891 -2.00366 -1.04517
H: 0.89644 -0.88800 -0.15714
H: 0.10235 -0.84390 -3.19567
H: 0.82227 0.56101 -2.40292
H: -2.68346 -0.22334 -3.04539
H: -1.79224 -1.38917 -3.60224
O: -2.68448 -1.18467 -3.24258
H: 1.79627 1.57057 3.02844
H: 2.10297 0.08993 2.84268
O: 1.67645 0.67884 3.44169
H: -0.69084 3.96999 1.28691
H: -0.80246 2.42772 1.66638
O: -0.54277 3.10031 0.92338
H: -2.86074 1.48086 0.24072
H: -2.00872 2.72543 0.06905
O: -2.81572 2.32753 -0.24639
H: 1.59198 -1.82470 1.52531
H: 0.99248 -3.06453 0.89130
O: 0.85577 -2.48489 1.67053
H: -2.72433 1.79589 -1.81431
H: -3.44821 1.95574 -3.24068
O: -2.70275 1.47924 -2.79817
H: -1.55391 0.74620 2.47310
H: -0.41762 1.29853 3.32804
O: -1.24041 1.57272 2.88148
H: 2.27303 1.72724 -0.90724
H: 3.17138 0.56022 -1.28248
O: 3.02044 1.17190 -0.58816
H: 1.12505 2.88957 1.46438
H: 2.60314 2.57107 1.21850
O: 1.97589 2.81743 1.88303
H: 3.54965 -1.07501 1.29340
H: 2.79509 0.00326 0.56237
O: 2.74972 -0.63504 1.36808
H: 0.28828 -0.40193 3.60391
H: -0.16927 -1.73522 2.88192
O: -0.48426 -0.95767 3.41398
H: 0.43700 2.84128 -0.47092
H: 0.36256 2.41553 -1.89602
O: 0.95864 2.74695 -1.25699
H: 0.79964 -3.99478 -1.29507
H: 2.06532 -3.05808 -1.02976
O: 1.46264 -3.77902 -0.61968



Please write out number 2 again, unchanged.
ORCA calculation (wB97M-V/def2-TZVPD) on a structure of composition C4H36NO14S at a distorted geometry.

- frontier orbital gap (Ha) = 0.316
- relative energy (zero: lowest compared OMol25 entry of this formula, charge and spin) (kcal/mol) = 56.3
- charge = -1
- total energy (hartree) = -1680.393154

Cartesian coordinates (Å):
C: 0.24812 0.60044 1.28359
O: 1.10178 1.74020 1.42800
C: -1.26876 0.89208 1.32469
C: -2.04343 -0.36614 1.65554
C: -3.56329 -0.06842 1.56010
S: -4.35822 0.53561 0.04504
N: -1.47175 1.94149 2.36942
H: 0.33519 0.19630 0.27592
H: 0.59819 -0.14579 2.00549
H: -1.52647 1.42093 0.40541
H: -1.75033 -1.12740 0.96007
H: -1.70980 -0.69990 2.64813
H: -3.64308 0.81561 2.20180
H: -3.99669 -0.97758 1.98845
H: -4.06915 -0.51142 -0.74509
H: -1.16693 1.61605 3.28230
H: -0.84870 2.70080 2.12503
H: 0.26619 -2.55300 3.71318
H: -0.04240 -3.31758 2.56348
O: -0.30972 -3.30513 3.49487
H: -0.43420 3.52696 -0.02406
H: -1.56338 3.33162 -1.17706
O: -0.84033 3.85575 -0.82684
H: 2.25069 -1.74155 1.78298
H: 3.13006 -1.75185 2.99040
O: 2.20017 -1.64570 2.76239
H: 0.03952 -3.06273 -3.28851
H: -1.08082 -2.11271 -3.49888
O: -0.92537 -3.06422 -3.32578
H: 1.26013 3.11946 -2.36895
H: 1.22531 1.59719 -2.63101
O: 1.16421 2.47594 -3.08139
H: -2.30378 -0.52088 -2.13152
H: -0.98879 -0.15877 -2.52009
O: -1.83251 -0.37556 -2.96570
H: 2.42248 1.25126 -0.98653
H: 1.94690 1.44303 0.99720
O: 2.98406 1.08330 -0.22361
H: -0.81432 2.57197 -3.45487
H: -1.82853 1.36783 -3.50898
O: -1.74078 2.33099 -3.58662
H: 2.19173 -0.55779 -1.91224
H: 1.25798 -0.30468 -3.27346
O: 1.09920 -0.10774 -2.34359
H: 2.22796 -3.52223 0.01804
H: 2.90016 -2.05074 -0.41752
O: 2.34450 -2.59143 0.19597
H: 1.67406 0.35597 3.88583
H: 1.38990 1.63321 3.21257
O: 1.24052 1.19898 4.08763
H: -0.85578 -2.56199 -0.95449
H: -0.00028 -1.25566 -1.15160
O: -0.85626 -1.60664 -0.85800
H: 3.93624 -0.63027 -2.10120
H: 3.16941 0.09904 -0.32865
O: 3.22926 -1.00653 -1.57724